{"formula": "C44H114N6O19", "method": "wB97M-V/def2-TZVPD", "total_charge": 1, "e_homo_ev": [-9.9, -9.9], "gap_ev": [6.768, 1.562], "multiplicity": 2, "mol_weight_da": 1031.4, "symbols": ["C", "C", "O", "C", "O", "O", "C", "H", "H", "H", "H", "H", "H", "H", "H", "C", "O", "C", "C", "N", "C", "C", "O", "C", "H", "H", "H", "H", "H", "H", "H", "H", "H", "H", "H", "H", "H", "H", "H", "C", "O", "C", "C", "N", "C", "C", "O", "C", "H", "H", "H", "H", "H", "H", "H", "H", "H", "H", "H", "H", "H", "H", "H", "C", "O", "C", "C", "N", "C", "C", "O", "C", "H", "H", "H", "H", "H", "H", "H", "H", "H", "H", "H", "H", "H", "H", "H", "C", "O", "C", "C", "N", "C", "C", "O", "C", "H", "H", "H", "H", "H", "H", "H", "H", "H", "H", "H", "H", "H", "H", "H", "C", "O", "C", "C", "N", "C", "C", "O", "C", "H", "H", "H", "H", "H", "H", "H", "H", "H", "H", "H", "H", "H", "H", "H", "C", "O", "C", "C", "N", "C", "C", "O", "C", "H", "H", "H", "H", "H", "H", "H", "H", "H", "H", "H", "H", "H", "H", "H", "C", "O", "H", "H", "H", "H", "C", "O", "H", "H", "H", "H", "C", "O", "H", "H", "H", "H", "C", "O", "H", "H", "H", "H"], "xyz": [[-4.067054, -3.716564, 1.727660], [-2.886358, -3.098994, 1.077941], [-1.856487, -2.923725, 2.022973], [-0.885151, -1.988034, 1.926011], [-0.834029, -1.122185, 1.032946], [-0.027285, -2.204826, 2.871621], [1.028121, -1.258946, 3.030434], [-4.785470, -3.893192, 0.927172], [-4.456756, -3.126487, 2.557144], [-3.746110, -4.660093, 2.169068], [-3.126506, -2.093088, 0.733582], [-2.513010, -3.715888, 0.260541], [1.562364, -1.087973, 2.095851], [1.784801, -1.567368, 3.751819], [0.606680, -0.313314, 3.371398], [-1.358861, 7.509791, 9.068438], [-0.361675, 7.312804, 8.104985], [0.069012, 8.593627, 7.595536], [1.108579, 8.438507, 6.483312], [0.509576, 7.823580, 5.302603], [1.473517, 7.597108, 4.219976], [0.925130, 6.528986, 3.243763], [0.658797, 5.267112, 3.912303], [0.532259, 4.135959, 3.031655], [-2.304588, 7.845354, 8.642883], [-1.249063, 8.220919, 9.887182], [-1.513825, 6.554056, 9.569092], [0.534140, 9.086927, 8.449002], [-0.765846, 9.225437, 7.292368], [1.921047, 7.799054, 6.828404], [1.506854, 9.433999, 6.287194], [0.171137, 6.900181, 5.532560], [2.381085, 7.164348, 4.640878], [1.688319, 8.532324, 3.702950], [1.686704, 6.377975, 2.478718], [0.009435, 6.966248, 2.845766], [0.348989, 3.184425, 3.530750], [1.446535, 4.162630, 2.438782], [-0.259411, 4.109366, 2.282889], [-3.042326, 0.061198, 3.899633], [-4.160113, -0.648107, 3.478686], [-5.120506, 0.052750, 2.642061], [-6.318515, -0.821794, 2.311347], [-6.727167, -1.270495, 3.631075], [-7.533754, -2.496760, 3.592305], [-7.970186, -3.003295, 4.951316], [-6.947010, -3.489540, 5.727731], [-7.253588, -3.597719, 7.154933], [-2.388051, -0.299889, 4.693130], [-3.369437, 1.054283, 4.207658], [-2.406835, 0.279406, 3.041360], [-4.609439, 0.254240, 1.700616], [-5.393013, 1.009991, 3.086496], [-6.136781, -1.668372, 1.649237], [-7.076421, -0.204634, 1.828861], [-5.867650, -1.505561, 4.106554], [-6.950946, -3.298609, 3.139020], [-8.398676, -2.381395, 2.939084], [-8.652159, -3.827378, 4.741796], [-8.596262, -2.262700, 5.448949], [-6.305320, -3.752975, 7.669503], [-7.820100, -4.520924, 7.276850], [-7.768644, -2.738228, 7.584001], [10.474975, -3.467142, -1.147908], [9.962040, -3.447230, 0.194985], [8.572236, -3.465357, 0.269655], [8.151154, -2.683794, 1.555018], [6.669786, -2.381653, 1.579273], [6.372091, -1.799815, 2.892067], [4.833394, -1.512302, 3.134494], [4.289135, -0.537715, 2.231336], [4.948435, 0.743974, 2.211031], [9.981979, -4.093576, -1.891308], [11.537157, -3.711797, -1.144731], [10.381422, -2.448515, -1.524401], [8.141450, -4.465407, 0.318866], [8.140425, -2.951425, -0.589132], [8.667380, -1.733180, 1.688919], [8.325712, -3.350106, 2.399798], [6.145970, -3.218442, 1.365957], [6.862282, -0.858464, 3.140419], [6.651748, -2.524933, 3.656332], [4.702961, -1.096930, 4.133772], [4.223665, -2.410898, 3.040386], [5.999167, 0.623863, 1.947126], [4.764618, 1.112580, 3.220200], [4.450594, 1.327085, 1.436273], [-0.016873, -1.430728, -7.604440], [1.195983, -1.594253, -6.864298], [2.092619, -2.581802, -7.292065], [3.341676, -2.423376, -6.457833], [3.007461, -2.897938, -5.124622], [4.181059, -2.678238, -4.211376], [3.825740, -2.858839, -2.705474], [3.120556, -1.651236, -2.286313], [2.880264, -1.636958, -0.883703], [-0.466596, -2.388548, -7.866029], [0.127633, -0.909098, -8.550539], [-0.727027, -0.878207, -6.989198], [2.342877, -2.333065, -8.323377], [1.608812, -3.558539, -7.288714], [3.700663, -1.394191, -6.461415], [4.151535, -3.078442, -6.778954], [2.319361, -2.269317, -4.735452], [4.561365, -1.671482, -4.384268], [4.978372, -3.347777, -4.534035], [4.769979, -2.885334, -2.161602], [3.294210, -3.803242, -2.588479], [3.779097, -1.722662, -0.273102], [2.117380, -2.342335, -0.554225], [2.559097, -0.648949, -0.553869], [-2.713327, 4.363147, -5.969011], [-1.900555, 3.252517, -5.606523], [-1.822703, 2.921016, -4.230536], [-0.822452, 1.778725, -4.062180], [0.550771, 2.141626, -4.474467], [1.381941, 0.883794, -4.421190], [2.884083, 1.244519, -4.725227], [3.042623, 1.437977, -6.156546], [4.385755, 1.635016, -6.606884], [-2.720543, 4.551289, -7.042632], [-2.199973, 5.147656, -5.413042], [-3.732750, 4.300268, -5.588322], [-2.777956, 2.517458, -3.894789], [-1.542544, 3.709947, -3.532539], [-1.196844, 0.893756, -4.576723], [-0.765930, 1.592930, -2.989621], [0.402129, 2.324537, -5.456580], [0.955690, 0.141981, -5.096553], [1.346803, 0.403049, -3.443561], [3.267140, 0.249334, -4.499435], [3.337445, 2.063208, -4.166375], [4.945772, 0.783994, -6.219279], [4.921861, 2.519230, -6.262116], [4.389051, 1.679559, -7.695968], [-3.347542, 0.345675, -1.497744], [-3.423659, -1.059347, -1.704109], [-4.836317, -1.500761, -1.568060], [-5.041405, -2.971807, -2.130849], [-4.568826, -3.099236, -3.486065], [-4.618827, -4.519588, -3.845033], [-3.752580, -5.495974, -2.997494], [-4.477020, -5.983721, -1.876736], [-3.621016, -6.483640, -0.866911], [-2.367013, 0.714046, -1.196115], [-4.017831, 0.717410, -0.722751], [-3.609015, 0.894041, -2.402742], [-5.525267, -0.822533, -2.071494], [-5.105210, -1.547421, -0.512781], [-6.097545, -3.217195, -2.019322], [-4.546889, -3.618519, -1.406065], [-3.606943, -2.792220, -3.511389], [-4.289626, -4.579798, -4.882384], [-5.630277, -4.922220, -3.899494], [-2.866185, -4.936243, -2.699001], [-3.567317, -6.355735, -3.641391], [-4.321943, -6.900003, -0.143421], [-3.163274, -5.635650, -0.357523], [-2.824369, -7.193193, -1.090500], [-0.325560, -2.094574, -2.311219], [-1.453243, -1.842179, -3.102164], [-0.006286, -1.120604, -1.940342], [-0.587670, -2.780993, -1.506096], [0.438511, -2.537542, -2.950014], [-2.166777, -1.515258, -2.549363], [0.926969, 1.524589, 0.288447], [-0.311394, 1.525229, 1.070295], [0.760827, 1.056955, -0.682032], [1.203717, 2.562639, 0.104194], [1.694422, 0.942714, 0.798874], [-0.547372, 0.595602, 1.028929], [-2.993753, 3.679197, 1.800982], [-2.255088, 3.384394, 0.638685], [-3.757379, 4.422198, 1.570944], [-3.518640, 2.806543, 2.189668], [-2.434015, 4.093605, 2.639468], [-1.629688, 2.713437, 0.922046], [5.097180, 3.287013, -1.582230], [3.887634, 2.561967, -1.171894], [6.017919, 2.925049, -1.124717], [5.152167, 3.278481, -2.670811], [5.148987, 4.347571, -1.336004], [3.131235, 3.023271, -1.541570]], "forces_ev_per_a": [[0.2, -0.7, 0.5], [0.0, 1.7, -0.8], [2.1, 0.3, 1.5], [-2.3, 0.2, -3.0], [0.0, -1.6, 1.8], [1.1, -0.3, 1.2], [0.3, 1.0, -0.4], [-0.3, -0.1, 0.3], [-0.1, 0.2, -0.3], [-0.3, -0.3, -0.1], [-0.1, -0.1, -0.6], [0.0, 0.1, -0.1], [-0.2, 0.0, -0.2], [-0.6, -0.6, 0.1], [0.0, 0.1, -0.1], [-1.2, -0.9, 0.5], [0.2, 1.3, -0.3], [0.8, -0.5, 0.5], [-1.0, -0.7, 0.3], [0.1, 0.4, -0.7], [-0.6, -1.3, 0.6], [0.0, 0.2, 0.6], [-0.5, 0.3, -0.2], [0.6, 0.8, -0.6], [-0.2, -0.2, -0.5], [1.2, 0.4, -0.1], [-0.1, -0.1, -0.2], [0.2, 0.3, 0.0], [-0.3, -0.2, -0.3], [0.4, 0.1, 0.4], [0.0, 0.0, -0.3], [-0.2, 0.0, 0.4], [0.6, 0.2, 0.0], [0.1, -0.1, -0.2], [-0.1, -0.1, -0.3], [-0.2, -0.4, -0.4], [0.6, 0.3, 0.7], [0.3, -0.7, -0.1], [-0.5, 1.0, 0.1], [0.0, 2.2, -1.0], [-1.1, -1.4, 0.2], [1.8, -0.1, -1.1], [0.2, 0.3, 1.7], [-1.2, -0.8, 0.1], [0.7, 0.1, 0.2], [-1.8, -0.1, -0.8], [1.3, 0.6, 1.9], [0.6, -0.8, -1.4], [-0.7, -1.0, 0.1], [0.0, 0.3, 0.4], [0.4, -0.1, -0.3], [0.2, 0.4, -0.2], [-0.2, -0.1, 0.3], [0.6, -0.1, -0.3], [-0.1, 0.1, 0.1], [0.0, 0.0, 0.4], [0.2, -0.4, -0.2], [-0.2, 0.3, 0.2], [-0.4, -0.3, -0.1], [0.2, 0.4, 0.3], [0.0, 0.2, -0.1], [-0.4, 0.1, 0.3], [-0.1, 0.1, -0.3], [0.3, 1.0, -0.3], [0.0, -0.8, -0.1], [-0.2, 1.1, 0.2], [-0.7, 0.1, -2.0], [3.1, -0.9, 3.1], [-3.3, 1.2, 0.2], [0.3, 1.2, -1.0], [0.5, -1.3, -0.6], [-0.8, -1.1, 0.4], [-0.4, -0.5, 0.6], [-0.2, -0.1, 0.4], [0.1, 0.2, -0.2], [0.1, -0.3, 0.0], [-0.2, 0.1, -0.2], [0.2, -0.2, 0.0], [0.0, 0.1, 0.4], [-1.0, 0.0, -0.8], [0.7, -0.3, -0.7], [0.3, -0.4, -0.1], [0.4, -0.3, 0.4], [0.1, 0.0, -0.1], [0.1, 0.3, 0.1], [0.5, 0.8, -0.1], [0.0, 0.1, 0.2], [0.4, -0.5, 0.1], [-1.1, 0.7, 0.6], [0.1, 1.1, -1.4], [-0.5, -1.3, 0.5], [1.2, 0.4, 1.9], [-1.1, -0.3, -0.2], [0.4, 1.5, -1.5], [0.2, -1.3, 0.5], [-0.1, 0.7, 0.0], [0.0, -0.3, 0.2], [0.3, 0.2, 0.0], [0.2, 0.0, 0.0], [0.2, -0.3, -0.5], [0.3, -0.3, 0.3], [-0.1, 0.3, -0.2], [0.0, 0.0, -0.5], [-0.6, 0.1, -0.2], [0.2, 0.3, 0.3], [0.0, -0.3, 0.3], [0.2, -0.2, 0.3], [-0.4, 0.2, 0.3], [0.5, -0.7, -0.2], [0.0, -0.3, -0.1], [-0.4, 0.2, -0.6], [0.9, 0.2, 1.6], [0.0, -0.7, -0.6], [0.1, -0.9, -0.3], [0.3, 0.9, 0.4], [-0.7, -1.5, 0.3], [0.5, 2.6, -0.4], [-1.5, -2.0, -1.7], [0.0, 1.0, 0.5], [-0.5, -0.8, 0.6], [0.3, -0.3, 0.2], [-0.5, 1.0, -0.4], [-0.2, -0.3, 0.0], [-0.4, 0.1, 0.1], [0.1, 0.7, -0.4], [0.0, -0.3, 0.0], [-0.2, -0.3, 0.2], [0.6, 0.4, -0.4], [0.6, -0.2, -0.4], [0.0, 0.4, 0.4], [1.3, 0.1, 0.3], [-0.3, -0.1, 0.2], [0.5, -0.2, -0.4], [-0.5, 0.4, 0.4], [-0.2, -0.3, 0.1], [-0.1, 0.9, -0.1], [-2.2, 0.1, 0.9], [0.5, -1.5, -0.8], [0.7, 2.3, 1.3], [-0.8, -1.0, 0.5], [0.7, -0.3, -0.5], [-1.4, 0.6, -0.8], [0.7, -0.2, -0.3], [-1.1, 0.7, 1.0], [0.3, -0.7, -0.1], [-0.2, -0.4, 0.2], [-0.1, -0.1, -0.2], [0.3, 0.3, -0.2], [0.2, 0.3, 0.2], [-0.2, 0.1, -0.3], [0.3, -0.3, 0.0], [0.3, 0.0, -0.2], [0.3, -0.1, 0.0], [-0.3, 0.3, 0.4], [0.4, -0.3, 0.1], [0.7, 0.0, 0.0], [0.3, -0.4, 0.1], [0.4, 0.2, 0.1], [-0.2, -0.2, -0.7], [-0.4, 0.4, -0.3], [0.3, -0.6, -1.4], [0.6, -0.2, 0.5], [0.3, 0.0, 0.4], [0.1, 0.0, 0.1], [-0.3, 0.1, 0.3], [-1.2, 0.3, 0.2], [1.6, 0.2, -0.7], [-0.1, -0.1, -0.1], [0.2, -0.1, 0.3], [0.2, 0.3, 0.2], [-0.6, -0.6, 0.3], [-0.9, 0.3, 0.1], [-0.3, 0.4, 0.4], [0.0, 0.0, -0.2], [-0.1, -0.3, 0.0], [0.5, 0.0, -0.1], [0.6, -0.4, -0.4], [-0.8, 0.2, -0.4], [1.7, 0.6, 0.3], [-0.4, -0.8, 0.0], [0.3, -0.4, 0.0], [-0.8, 0.2, 0.4], [0.0, 0.1, -0.1]], "lowdin_spin": [0.000, 0.000, 0.000, 0.000, 0.000, 0.000, 0.000, 0.000, 0.000, 0.000, 0.000, 0.000, 0.000, 0.000, 0.000, 0.000, 0.000, 0.000, 0.000, 0.000, 0.000, 0.000, 0.000, 0.000, 0.000, 0.000, 0.000, 0.000, 0.000, 0.000, 0.000, 0.000, 0.000, 0.000, 0.000, 0.000, 0.000, 0.000, 0.000, 0.000, 0.000, 0.000, 0.000, 0.000, 0.000, 0.000, 0.000, 0.000, 0.000, 0.000, 0.000, 0.000, 0.000, 0.000, 0.000, 0.000, 0.000, 0.000, 0.000, 0.000, 0.000, 0.000, 0.000, 0.000, 0.008, 0.005, 0.067, 0.714, 0.078, 0.002, 0.010, 0.000, 0.000, 0.000, 0.000, 0.000, 0.000, 0.006, 0.038, 0.020, 0.007, 0.041, 0.000, 0.000, 0.000, 0.000, 0.000, 0.000, 0.000, 0.000, 0.000, 0.000, 0.000, 0.000, 0.002, 0.001, 0.000, 0.000, 0.000, 0.000, 0.000, 0.000, 0.000, 0.000, 0.000, 0.000, 0.000, 0.000, 0.000, 0.000, 0.000, 0.000, 0.000, 0.000, 0.000, 0.000, 0.000, 0.000, 0.000, 0.000, 0.000, 0.000, 0.000, 0.000, 0.000, 0.000, 0.000, 0.000, 0.000, 0.000, 0.000, 0.000, 0.000, 0.000, 0.000, 0.000, 0.000, 0.000, 0.000, 0.000, 0.000, 0.000, 0.000, 0.000, 0.000, 0.000, 0.000, 0.000, 0.000, 0.000, 0.000, 0.000, 0.000, 0.000, 0.000, 0.000, 0.000, 0.000, 0.000, 0.000, 0.000, 0.000, 0.000, 0.000, 0.000, 0.000, 0.000, 0.000, 0.000, 0.000, 0.000, 0.000, 0.000, 0.000, 0.000, 0.000, 0.000, 0.000, 0.000, 0.000, 0.000, 0.000, 0.000]}